[1]
The following is a DFT calculation (the ωB97M-V functional and the def2-TZVPD basis) of a structure of composition C29H44BrN3P2RuS.

The charge is +4. The value obtained for the energy above the lowest of the compared OMol25 structures with the same formula, charge and spin is 161.47 kJ/mol. The largest force on an atom comes out at 6.05 eV/Å. For the orbital gap (alpha / beta), the calculation gives 5.78 / 4.94 eV. As for the spin multiplicity: 5. The expectation value of S² is 6.13.

XYZ file:
```
81
C29H44BrN3P2RuS | OMol25 | the ωB97M-V functional and the def2-TZVPD basis
C -2.997 -8.259 2.515
C -1.730 -7.713 2.235
C -0.596 -8.542 2.452
C -0.796 -9.890 2.802
N -2.022 -10.361 3.021
C -3.111 -9.616 2.863
C -1.650 -6.317 1.902
C -1.358 -5.135 2.063
C -0.775 -3.939 1.847
C -0.792 -3.707 0.375
C 0.524 -3.224 -0.076
C 0.923 -2.118 0.909
C 0.983 -2.391 2.295
C 0.031 -3.297 2.799
Ru -0.796 -1.834 -0.315
P 0.474 -1.264 -2.208
H 0.411 -8.125 2.468
H -3.868 -7.608 2.588
H 0.059 -10.574 2.909
H -4.105 -10.059 3.012
H 0.026 -3.569 3.903
H -1.412 -4.436 -0.173
H 1.794 -1.949 2.900
H 1.134 -3.716 -0.803
C 1.176 0.444 -2.512
C 2.297 0.676 -3.539
H 1.502 0.703 -1.490
H 0.318 1.084 -2.747
H 2.441 1.752 -3.708
H 3.271 0.312 -3.193
H 2.109 0.258 -4.538
C 2.024 -2.251 -2.628
C 1.710 -3.551 -3.365
H 2.450 -2.480 -1.640
H 2.844 -1.696 -3.131
H 2.478 -4.306 -3.159
H 0.734 -3.930 -3.055
H 1.687 -3.450 -4.455
C -0.654 -1.470 -3.658
C -0.036 -1.266 -5.045
H -1.456 -0.739 -3.502
H -1.144 -2.448 -3.566
H -0.708 -1.602 -5.846
H 0.152 -0.205 -5.246
H 0.894 -1.824 -5.198
Br 1.837 0.055 0.820
P 4.938 -1.583 1.446
C 4.421 -1.329 -0.280
C 5.592 -1.063 -1.223
H 3.643 -0.540 -0.346
H 3.894 -2.232 -0.584
H 5.365 -1.398 -2.244
H 5.860 0.000 -1.278
H 6.463 -1.636 -0.884
C 4.354 -0.128 2.378
C 5.329 0.200 3.503
H 3.339 -0.213 2.771
H 4.321 0.706 1.681
H 5.117 1.206 3.907
H 5.230 -0.541 4.317
H 6.370 0.203 3.132
C 4.094 -3.025 2.153
C 5.112 -4.154 2.363
H 3.262 -3.314 1.505
H 3.647 -2.777 3.120
H 4.673 -4.972 2.946
H 5.480 -4.552 1.410
H 5.971 -3.763 2.921
C -2.574 2.959 -1.793
N -2.684 2.486 -0.420
C -2.789 3.363 0.646
C -2.526 2.660 1.787
N -2.252 1.349 1.387
C -2.332 1.232 0.017
S -2.437 -0.143 -0.992
H -1.588 3.405 -1.970
H -2.730 2.149 -2.511
H -3.264 3.796 -1.927
H -2.977 4.405 0.484
H -2.590 2.961 2.810
H -1.882 0.650 2.013
```

[2]
The following is a DFT calculation (the ωB97M-V functional and the def2-TZVPD basis) of a structure of composition C29H44BrN3P2V.

The charge is +2. The value obtained for the energy above the lowest of the compared OMol25 structures with the same formula, charge and spin is 0.00 kJ/mol. The largest force on an atom comes out at 5.66 eV/Å. For the orbital gap (alpha / beta), the calculation gives 7.37 / 7.94 eV. As for the spin multiplicity: 4. The expectation value of S² is 3.78.

XYZ file:
```
80
C29H44BrN3P2V | OMol25 | the ωB97M-V functional and the def2-TZVPD basis
C 2.270 4.003 -0.823
C 1.371 3.144 -1.505
C 1.327 3.137 -2.920
C 2.202 3.984 -3.597
N 3.097 4.728 -2.941
C 3.109 4.798 -1.606
C 0.510 2.289 -0.806
C -0.404 2.008 0.031
C -1.719 2.183 0.550
C -2.247 0.996 1.105
C -3.614 0.816 1.320
C -4.434 1.813 0.825
C -3.945 3.077 0.403
C -2.556 3.299 0.339
V -0.665 -0.289 0.217
P 1.658 -0.609 -0.603
H 0.639 2.452 -3.432
H 2.319 3.998 0.275
H 2.151 4.012 -4.689
H 3.798 5.485 -1.103
H -2.122 4.270 0.055
H -1.664 0.194 1.623
H -4.647 3.855 0.113
H -3.907 -0.126 1.783
C 2.318 -2.311 -0.378
C 3.627 -2.675 -1.072
H 1.519 -2.990 -0.711
H 2.401 -2.443 0.710
H 3.877 -3.711 -0.808
H 3.549 -2.624 -2.164
H 4.474 -2.057 -0.751
C 2.012 -0.228 -2.384
C 3.407 0.293 -2.726
H 1.259 0.512 -2.689
H 1.786 -1.139 -2.960
H 3.490 0.381 -3.819
H 3.581 1.294 -2.306
H 4.211 -0.379 -2.399
C 2.740 0.478 0.390
C 4.228 0.181 0.496
H 2.300 0.506 1.398
H 2.585 1.483 -0.016
H 4.690 0.980 1.088
H 4.430 -0.767 1.001
H 4.735 0.186 -0.472
Br -6.280 1.277 0.655
P -1.623 -1.607 -1.708
C -0.597 -2.570 -2.885
C -1.196 -3.865 -3.427
H 0.358 -2.762 -2.373
H -0.359 -1.887 -3.712
H -0.450 -4.374 -4.052
H -1.489 -4.560 -2.630
H -2.068 -3.672 -4.068
C -2.712 -2.759 -0.789
C -4.052 -3.139 -1.423
H -2.881 -2.302 0.203
H -2.099 -3.655 -0.609
H -4.589 -3.800 -0.727
H -4.695 -2.265 -1.605
H -3.926 -3.700 -2.361
C -2.638 -0.471 -2.726
C -3.153 -1.025 -4.057
H -2.001 0.413 -2.901
H -3.467 -0.130 -2.086
H -3.776 -0.259 -4.540
H -2.332 -1.266 -4.748
H -3.780 -1.917 -3.919
C -0.371 1.025 3.628
C -0.248 -0.414 3.303
N -0.269 -1.104 2.151
C -0.197 -2.472 2.491
C -0.121 -2.574 3.845
N -0.158 -1.278 4.328
H -1.432 1.320 3.623
H 0.000 1.159 4.657
H 0.223 1.657 2.957
H -0.209 -3.238 1.739
H -0.058 -3.435 4.490
H -0.205 -0.972 5.293
```

[3]
The following is a DFT calculation (the ωB97M-V functional and the def2-TZVPD basis) of a structure of composition C29H44IN3O5PPt.

The charge is +1. The value obtained for the energy above the lowest of the compared OMol25 structures with the same formula, charge and spin is 232.64 kJ/mol. The largest force on an atom comes out at 1.00 eV/Å. For the orbital gap (alpha / beta), the calculation gives 6.45 / 6.45 eV. As for the spin multiplicity: 1.

XYZ file:
```
84
C29H44IN3O5PPt | OMol25 | the ωB97M-V functional and the def2-TZVPD basis
Pt 0.727 0.089 -1.482
O -0.849 -1.382 -2.121
C -0.872 -2.574 -1.699
C 0.219 -3.423 -1.415
C -0.114 -4.762 -1.085
C 0.862 -5.679 -0.911
C 2.229 -5.344 -1.081
C 2.584 -4.064 -1.359
C 1.603 -3.023 -1.493
O 1.974 -1.813 -1.618
N 0.502 -7.068 -0.565
O 1.399 -7.889 -0.568
O -0.672 -7.327 -0.377
H -1.866 -3.028 -1.565
H -1.150 -5.062 -0.975
H 2.972 -6.123 -0.974
H 3.624 -3.778 -1.474
C 1.441 4.117 2.449
C 2.443 2.970 2.345
C 1.727 1.633 2.049
C 0.389 1.867 1.307
C 0.570 3.032 0.313
C 0.767 4.351 1.087
P -0.237 0.383 0.474
C -0.023 -1.134 1.449
C 1.413 -1.662 1.609
C 1.345 -3.159 1.965
C 0.133 -3.474 2.868
C -0.244 -2.257 3.712
C -0.736 -1.095 2.823
C -2.047 0.544 0.228
C -2.780 1.150 1.463
C -3.247 2.578 1.182
C -4.295 2.580 0.062
C -3.914 1.613 -1.085
C -2.420 1.297 -1.073
H 1.931 5.029 2.786
H 0.690 3.873 3.207
H 3.027 2.876 3.260
H 3.154 3.197 1.544
H 1.541 1.094 2.978
H 2.379 1.004 1.438
H -0.395 2.138 2.018
H -0.276 3.121 -0.368
H 1.445 2.811 -0.307
H -0.199 4.843 1.227
H 1.379 5.027 0.485
H -0.544 -1.859 0.810
H 1.903 -1.120 2.418
H 2.006 -1.510 0.705
H 2.271 -3.444 2.467
H 1.286 -3.756 1.050
H 0.354 -4.327 3.508
H -0.728 -3.765 2.257
H 0.626 -1.939 4.292
H -1.023 -2.509 4.432
H -0.546 -0.143 3.331
H -1.815 -1.173 2.679
H -2.366 -0.494 0.096
H -2.168 1.115 2.363
H -3.657 0.531 1.679
H -2.387 3.202 0.906
H -3.667 3.017 2.089
H -4.427 3.594 -0.321
H -5.258 2.282 0.485
H -4.188 2.040 -2.051
H -4.472 0.675 -0.993
H -1.859 2.230 -1.158
H -2.150 0.688 -1.929
C 3.396 2.341 -1.899
O 2.874 1.061 -1.494
H 4.407 2.230 -2.286
H 3.393 3.056 -1.077
H 2.752 2.700 -2.695
H 3.479 0.623 -0.887
I -1.292 4.316 -6.061
C -0.779 2.633 -5.005
C -1.129 1.335 -5.289
N -0.582 0.570 -4.327
N 0.113 1.295 -3.426
C -0.010 2.554 -3.838
H -1.728 0.921 -6.086
H -0.672 -0.425 -4.189
H 0.456 3.359 -3.285
```

Which value of spin multiplicity does entry 2 give? 4